[1]
{"formula": "C6H9NO", "method": "ωB97M-V/def2-TZVPD", "e_above_lowest_kcal_mol": 45.85, "smiles": "[H]/N=C/C=C(\\C)C(C)=O", "energy_ha": -363.95117, "orbital_gap_ev": 9.92, "total_charge": 0, "homo_energy_ev": -9.3, "elements": ["H", "N", "C", "C", "C", "C", "C", "C", "O", "H", "H", "H", "H", "H", "H", "H", "H"], "positions_angstrom": [[-0.20, 2.90, -2.13], [-0.43, 2.31, -1.33], [0.57, 1.78, -0.75], [0.20, 1.13, 0.50], [0.46, -0.18, 0.52], [1.68, -0.89, 0.01], [-0.58, -1.07, 1.14], [-1.80, -1.12, 0.24], [-0.51, -1.63, 2.20], [1.62, 1.85, -1.06], [-0.69, 1.52, 0.98], [1.42, -1.49, -0.87], [2.46, -0.19, -0.27], [2.06, -1.56, 0.77], [-2.56, -1.77, 0.67], [-1.51, -1.50, -0.73], [-2.20, -0.12, 0.11]], "mulliken_charge": [0.232, -0.605, -0.049, -0.344, 0.467, -1.326, 0.362, -1.049, -0.541, 0.370, 0.429, 0.324, 0.346, 0.374, 0.331, 0.327, 0.350]}

[2]
{"formula": "C6H9NO", "method": "ωB97M-V/def2-TZVPD", "e_above_lowest_kcal_mol": 167.68, "smiles": "C1[C@H]2CN2[C@@H]2CO[C@@H]12", "energy_ha": -363.75703, "orbital_gap_ev": 9.52, "total_charge": 0, "homo_energy_ev": -8.4, "elements": ["C", "C", "C", "N", "C", "C", "O", "C", "H", "H", "H", "H", "H", "H", "H", "H", "H"], "positions_angstrom": [[-0.43, -1.30, 0.15], [-1.15, -0.10, 0.86], [-0.52, 0.58, 1.94], [-0.29, 1.18, 0.59], [0.60, 0.71, -0.21], [1.28, 0.92, -1.55], [1.02, -0.53, -1.76], [-0.15, -0.49, -0.99], [0.26, -2.05, 0.78], [-1.18, -2.16, 0.01], [-2.22, -0.21, 0.85], [-1.22, 1.04, 2.54], [0.38, 0.12, 2.31], [1.57, 0.29, 0.12], [2.40, 1.14, -1.64], [0.65, 1.29, -2.25], [-0.98, -0.44, -1.73]], "mulliken_charge": [-0.740, 0.048, -0.571, -0.557, 0.262, -0.471, -0.458, -0.104, 0.270, 0.287, 0.360, 0.337, 0.281, 0.245, 0.202, 0.376, 0.232]}

[3]
{"formula": "C6H9NO", "method": "ωB97M-V/def2-TZVPD", "e_above_lowest_kcal_mol": 201.14, "energy_ha": -363.70371, "orbital_gap_ev": 9.54, "total_charge": 0, "homo_energy_ev": -8.5, "elements": ["C", "C", "C", "C", "C", "C", "H", "H", "H", "H", "H", "H", "H", "H", "H", "N", "O"], "positions_angstrom": [[1.00, -1.22, -1.32], [-0.65, -0.05, -0.57], [-1.03, 1.11, 0.51], [-0.71, 0.33, 1.66], [0.67, 0.38, 1.19], [0.79, -0.34, -0.21], [0.44, -2.14, -1.40], [2.01, -1.17, -1.79], [-0.60, -0.93, -2.65], [-1.60, -0.67, -0.30], [-1.71, 1.78, 0.22], [-0.41, 1.29, 2.48], [-1.08, -0.70, 1.98], [1.32, 0.40, 2.01], [1.34, 0.54, -0.39], [-0.08, -0.37, -2.08], [0.31, 1.75, 0.66]], "mulliken_charge": [-0.439, -0.244, -0.543, -0.458, -0.351, 0.027, 0.350, 0.217, 0.248, 0.189, 0.750, 0.260, 0.292, 0.628, 0.161, -0.617, -0.471]}

[4]
{"formula": "C6H9NO", "method": "ωB97M-V/def2-TZVPD", "e_above_lowest_kcal_mol": 104.60, "energy_ha": -363.85756, "orbital_gap_ev": 9.82, "total_charge": 0, "homo_energy_ev": -9.6, "elements": ["C", "C", "C", "C", "C", "C", "H", "H", "H", "H", "H", "H", "H", "H", "H", "N", "O"], "positions_angstrom": [[-0.40, 2.01, 0.09], [0.29, 0.72, 0.25], [1.76, 0.60, 0.15], [-0.34, -0.46, 0.03], [0.07, -1.86, 0.37], [-1.82, -0.32, -0.08], [-1.55, 1.77, 0.83], [0.35, 2.91, 0.63], [-0.62, 2.23, -1.14], [2.32, 0.60, 1.24], [2.24, 1.60, -0.45], [1.65, -0.72, -1.27], [-0.57, -2.43, 1.14], [0.02, -2.50, -0.58], [1.17, -1.86, 0.85], [-2.95, -0.19, -0.31], [2.28, -0.56, -0.49]], "mulliken_charge": [-1.099, 0.601, -0.584, 0.790, -1.139, -0.351, 0.299, 0.321, 0.249, 0.246, 0.300, 0.345, 0.340, 0.310, 0.309, -0.441, -0.496]}

[5]
{"formula": "C6H9NO", "method": "ωB97M-V/def2-TZVPD", "e_above_lowest_kcal_mol": 92.49, "smiles": "O=C1[C@H]2CC[C@@H]1NC2", "energy_ha": -363.87684, "orbital_gap_ev": 9.82, "total_charge": 0, "homo_energy_ev": -9.0, "elements": ["O", "C", "C", "C", "C", "C", "N", "C", "H", "H", "H", "H", "H", "H", "H", "H", "H"], "positions_angstrom": [[2.64, -0.54, 0.10], [1.39, -0.35, -0.04], [0.43, -0.17, -1.14], [-0.80, -1.10, -0.52], [-0.81, -0.67, 1.03], [0.50, 0.15, 1.10], [0.10, 1.40, 0.64], [-0.14, 1.17, -0.79], [0.91, -0.72, -2.01], [-1.71, -0.95, -1.22], [-0.71, -2.10, -0.42], [-1.74, -0.19, 1.33], [-0.90, -1.60, 1.68], [0.96, 0.24, 2.02], [1.01, 2.08, 0.44], [0.15, 2.35, -1.14], [-1.29, 1.02, -1.06]], "mulliken_charge": [-0.621, 0.271, -0.019, -0.785, -0.874, -0.017, -0.542, -0.611, 0.367, 0.316, 0.421, 0.328, 0.329, 0.611, 0.347, 0.288, 0.190]}

[6]
{"formula": "C6H9NO", "method": "ωB97M-V/def2-TZVPD", "e_above_lowest_kcal_mol": 125.86, "smiles": "CC(=O)/C=C\\N1CC1", "energy_ha": -363.82366, "orbital_gap_ev": 9.02, "total_charge": 0, "homo_energy_ev": -8.4, "elements": ["C", "C", "O", "C", "C", "N", "C", "C", "H", "H", "H", "H", "H", "H", "H", "H", "H"], "positions_angstrom": [[-2.84, 0.01, -0.16], [-1.38, -0.30, -0.04], [-1.00, -1.47, -0.11], [-0.69, 0.98, 0.09], [0.62, 1.19, -0.04], [1.41, 0.25, -0.50], [1.52, -1.14, 0.11], [2.75, -0.16, 0.10], [-2.95, -0.14, 1.14], [-3.15, -1.12, -0.50], [-3.22, 0.93, -0.60], [-1.39, 1.96, 0.49], [0.96, 2.30, -0.24], [0.97, -1.64, 0.97], [1.68, -1.64, -0.78], [3.51, -0.37, -0.74], [3.18, 0.37, 0.81]], "mulliken_charge": [-1.131, 0.941, -0.629, -0.437, -0.104, -0.145, -0.390, -0.512, 0.237, 0.290, 0.358, 0.113, 0.254, 0.312, 0.274, 0.188, 0.382]}